# 1
Computed, not measured: a 2-piece molecular cluster, C4H7NO overall in a non-equilibrium geometry, with ωB97M-V/def2-TZVPD.

## Properties
Total charge: 0
Orbital gap (alpha / beta) in eV: 8.185 / 10.185
Energy relative to the best compared isomer or geometry (same formula, charge and spin) in kcal/mol: 22.7
2S+1: 3
LUMO (alpha / beta) in eV: 0.40 / -0.19

Element x y z (Å)
C: -0.18 1.50 -0.22
C: -1.13 0.86 0.75
C: -0.11 0.06 0.04
C: 0.03 -1.18 -0.75
N: 1.93 -0.80 1.30
O: 2.32 -1.48 0.44
H: -0.65 1.65 -1.29
H: 0.56 2.08 0.19
H: -0.91 1.19 1.82
H: -2.12 0.70 0.34
H: -0.93 -1.65 -0.94
H: 0.57 -2.00 -0.10
H: 0.64 -0.91 -1.60

---

# 2
Computed, not measured: CH6N2OSSi as an isolated structure in a non-equilibrium geometry, with ωB97M-V/def2-TZVPD.

## Properties
Total charge: 0
Orbital gap in eV: 10.121
Energy relative to the best compared isomer or geometry (same formula, charge and spin) in kcal/mol: 10.9
LUMO in eV: 0.41

Element x y z (Å)
C: 0.54 -0.57 1.32
N: 0.55 -1.89 1.79
N: 0.26 -0.52 -0.06
O: 0.64 0.39 2.04
Si: -0.40 0.97 -0.74
S: -0.75 0.96 -2.78
H: 0.70 -2.64 1.08
H: 0.86 -2.14 2.75
H: 0.60 -1.12 -0.76
H: 0.32 2.23 -0.50
H: -2.19 1.23 -0.19
H: 0.34 0.53 -3.53

---

# 3
Computed, not measured: an isolated ion of composition C17H12F12N3O5S and charge +1 in a non-equilibrium geometry, with ωB97M-V/def2-TZVPD.

## Properties
Total charge: +1
Orbital gap in eV: 6.844
Energy relative to the best compared isomer or geometry (same formula, charge and spin) in kcal/mol: 551.8
LUMO in eV: -5.79

Element x y z (Å)
C: -3.75 1.73 -1.85
O: -3.04 3.03 -1.84
C: -2.53 3.32 -0.46
N: -1.22 2.57 -0.35
N: -0.45 2.06 -1.41
C: 0.79 1.33 -0.94
S: 1.92 0.56 -2.22
O: 1.55 1.26 -3.59
O: 3.43 0.81 -2.01
C: 1.64 -1.28 -2.51
F: 0.56 -1.83 -1.67
F: 2.93 -1.95 -2.09
C: 1.49 -1.67 -4.13
F: 2.66 -1.17 -4.94
F: 0.17 -1.17 -4.69
C: 1.47 -3.31 -4.39
F: 1.09 -3.48 -5.84
F: 0.44 -4.03 -3.61
F: 2.84 -3.92 -4.28
N: 0.85 1.37 0.57
C: 1.91 0.75 1.45
F: 3.31 0.92 0.97
F: 1.90 1.27 2.86
C: 1.48 -0.86 1.60
C: 2.37 -2.12 1.02
C: 1.79 -3.66 1.24
C: 0.35 -3.87 2.07
C: -0.52 -2.62 2.70
C: -1.95 -2.76 3.51
F: -2.04 -1.61 4.48
F: -2.07 -4.05 4.23
F: -3.09 -2.55 2.55
C: 0.06 -1.10 2.45
C: -0.40 2.17 0.87
C: -0.92 2.61 2.36
C: -0.46 4.20 2.58
O: -0.62 5.07 1.58
O: 0.12 4.70 3.84
H: -4.68 1.70 -1.14
H: -4.15 1.52 -2.96
H: -3.04 0.81 -1.58
H: -2.44 4.48 -0.25
H: -3.32 2.83 0.27
H: 3.38 -1.89 0.43
H: 2.40 -4.58 0.80
H: -0.03 -4.97 2.19
H: -0.58 -0.20 2.85
H: -2.11 2.63 2.44
H: -0.55 1.94 3.24
H: 1.05 5.02 3.59